Density functional theory data (ωB97M-V/def2-TZVPD) for C16H25N3O3Re as an isolated structure.

Frontier orbital gap (alpha / beta) (eV): 6.385 / 6.443
⟨S²⟩: 0.767
2S+1: 2
Charge: +2
Maximum force (eV/A): 1.0
Lowest unoccupied orbital energy (alpha / beta) (eV): -7.58 / -7.48

Geometry (Å):
Re 0.22930 -0.47396 0.19351
C -4.38284 -1.63005 -0.35182
N -3.86914 -0.29097 -0.69594
C -4.86455 0.70796 -1.12732
C -2.60227 -0.02092 -0.64902
O -1.73947 -0.90205 -0.30303
C -2.10356 1.36587 -1.00264
O -0.67960 1.37346 -1.09676
C -0.07115 1.45669 -2.38535
C 0.72066 0.19786 -2.68050
O 0.78791 -0.70622 -1.76664
N 1.31580 0.03593 -3.81809
C 2.13415 -1.16452 -4.08270
C 1.35661 1.07580 -4.86066
H -5.16149 -1.52077 0.39956
H -3.58283 -2.24931 0.03240
H -4.80674 -2.08585 -1.24508
H -5.81925 0.43893 -0.68684
H -4.97034 0.70446 -2.21160
H -4.60555 1.70370 -0.77979
H -2.36404 2.04006 -0.18587
H -2.55685 1.74849 -1.91452
H 0.61897 2.30059 -2.36009
H -0.81560 1.64608 -3.15670
H 1.90109 -1.94225 -3.36760
H 3.18975 -0.90405 -4.01638
H 1.91307 -1.50888 -5.08997
H 0.56932 1.80950 -4.73422
H 1.23336 0.59865 -5.82871
H 2.32265 1.57723 -4.83467
C -0.17429 1.17391 3.82744
C 1.11836 0.42121 3.99101
C 1.84176 0.45932 5.16906
C 3.03527 -0.23534 5.28645
C 3.53587 -0.97497 4.22597
C 2.85436 -1.03394 3.02356
C 3.37928 -1.82011 1.85236
C 1.64569 -0.33498 2.93907
N 0.92457 -0.39984 1.75225
H -0.46331 1.65730 4.75744
H -0.98383 0.50250 3.52905
H -0.08313 1.94730 3.06103
H 1.46679 1.03621 6.00497
H 3.58531 -0.19827 6.21821
H 4.47011 -1.51230 4.33430
H 4.31197 -2.31987 2.10470
H 3.57323 -1.16679 0.99651
H 2.66462 -2.58281 1.53366

Forces on the atoms, in the same order (eV/Å):
-0.1 0.3 -0.1
0.0 0.1 0.0
-0.3 -0.1 0.0
0.0 -0.1 0.0
0.2 0.0 0.0
0.3 0.1 0.6
0.1 0.2 0.0
0.2 -0.6 0.1
0.0 0.2 0.1
-0.1 -0.2 0.4
0.3 0.2 0.1
0.3 0.0 -0.3
0.0 0.1 -0.1
0.0 -0.1 0.0
0.0 0.0 0.0
0.0 0.0 0.0
0.0 0.0 0.0
0.0 0.0 0.0
0.0 0.0 0.0
0.0 0.0 0.0
0.0 0.1 0.0
0.0 0.0 -0.1
0.0 0.1 0.0
-0.1 0.0 0.0
0.0 0.0 0.0
0.0 0.0 0.0
0.0 0.0 0.0
0.0 0.0 0.0
0.0 0.0 0.0
0.0 0.0 0.0
0.1 -0.1 0.0
-0.3 0.2 0.1
-0.1 0.1 0.1
0.1 0.0 0.1
0.1 -0.1 0.0
0.2 -0.2 -0.2
-0.1 0.1 0.1
-0.1 0.1 -0.3
-0.5 -0.3 -0.8
0.0 0.0 0.0
0.0 0.0 0.0
0.0 0.0 0.0
0.0 0.0 0.0
0.0 0.0 0.0
0.0 0.0 0.0
0.0 0.0 0.0
0.0 0.0 0.0
0.0 0.0 0.0

Density functional theory data (ωB97M-V/def2-TZVPD) for one molecule with the formula C16H25N3O3S.

Frontier orbital gap (eV): 9.104
2S+1: 1
Charge: 0
Energy relative to the best compared isomer or geometry (same formula, charge and spin) (eV): 0.000
Maximum force (eV/A): 0.6
Lowest unoccupied orbital energy (eV): 0.57

Geometry (Å):
C -2.18758 3.04362 0.02846
H -2.55992 2.91750 -0.98508
H -2.29806 4.08877 0.30802
H -2.80118 2.44193 0.69551
C -0.72591 2.61661 0.11892
C -0.57098 1.15287 -0.28659
C 0.88691 0.70145 -0.19045
C 1.42437 0.87097 1.23269
C 1.27162 2.34580 1.62211
C -0.18039 2.80366 1.53325
H -0.25059 3.85450 1.82087
H -0.78867 2.22476 2.23210
H 1.63594 2.48701 2.64170
H 1.88472 2.96160 0.96123
H 0.78524 0.27723 1.89537
C 2.87935 0.39170 1.43773
C 3.81101 0.76572 0.28667
H 3.56812 0.20417 -0.61218
H 3.75262 1.82809 0.06325
H 4.83920 0.53507 0.55704
C 2.94609 -1.11321 1.69822
H 3.97563 -1.41593 1.87703
H 2.56537 -1.66809 0.84612
H 2.35792 -1.37661 2.57491
H 3.24815 0.89578 2.33956
H 1.48523 1.28324 -0.90117
O 0.97448 -0.68550 -0.56611
C 0.97242 -0.96332 -1.85828
O 0.94715 -0.15451 -2.74677
C 1.02561 -2.46616 -2.08548
H 1.91996 -2.72925 -2.64942
H 0.96914 -3.00720 -1.14406
S -0.37005 -2.96660 -3.13443
C -1.69199 -2.62440 -2.03331
N -1.41450 -2.31325 -0.81353
C -2.45791 -2.04443 0.02478
C -3.76460 -2.11431 -0.38357
C -4.09073 -2.47376 -1.72405
O -5.18644 -2.58873 -2.22912
N -2.93974 -2.71923 -2.52109
H -3.10203 -2.97074 -3.48862
H -4.57659 -1.90058 0.29056
N -2.07503 -1.65309 1.27046
H -2.75246 -1.68775 2.01215
H -1.11066 -1.82298 1.50394
H -0.91301 1.01220 -1.31377
H -1.18104 0.52176 0.36243
H -0.13622 3.23361 -0.56803

Forces on the atoms, in the same order (eV/Å):
0.3 0.0 -0.1
-0.1 0.0 -0.1
-0.1 0.1 0.0
-0.1 -0.1 0.1
-0.3 -0.2 0.2
0.3 0.1 -0.2
-0.3 0.5 0.1
0.3 0.0 -0.2
-0.3 -0.2 0.1
0.3 0.2 -0.3
-0.1 0.0 0.1
-0.1 0.0 0.1
0.1 0.0 0.0
0.1 0.1 0.0
-0.1 0.0 0.1
-0.1 -0.2 -0.1
-0.1 0.0 0.3
0.0 0.0 -0.2
0.0 0.1 -0.1
0.1 0.0 0.0
0.1 0.2 0.0
0.1 -0.1 0.0
0.0 -0.1 0.0
-0.1 -0.1 0.1
0.0 0.0 0.0
0.0 -0.1 0.1
0.2 0.0 0.5
0.1 -0.3 -0.3
0.0 0.1 0.0
-0.5 0.0 0.0
0.0 0.0 0.0
0.1 0.0 -0.1
0.2 -0.1 -0.3
0.3 -0.1 0.2
0.2 0.0 0.1
-0.4 0.0 -0.4
0.1 0.0 0.3
0.2 -0.1 0.0
-0.3 0.0 -0.1
0.0 0.0 -0.2
-0.1 0.1 0.1
-0.1 0.0 0.0
0.0 -0.1 0.2
0.1 0.0 0.0
0.0 0.0 0.0
0.0 0.0 0.0
0.0 0.0 0.0
0.0 0.0 0.0

Density functional theory data (ωB97M-V/def2-TZVPD) for one molecule with the formula C16H25N3O3S.

Frontier orbital gap (eV): 8.506
2S+1: 1
Charge: 0
Energy relative to the best compared isomer or geometry (same formula, charge and spin) (eV): 2.878
Maximum force (eV/A): 1.0
Lowest unoccupied orbital energy (eV): 0.79

Geometry (Å):
C -6.65363 -0.41991 0.19744
C -5.15740 -0.36738 0.13377
C -4.40357 -1.52525 0.26674
C -3.02567 -1.50328 0.20587
C -2.34458 -0.30013 0.01863
C -3.10187 0.86223 -0.11037
C -4.48767 0.84206 -0.05997
C -5.25668 2.12096 -0.20195
H -5.86689 2.30141 0.68247
H -5.92641 2.07140 -1.06015
H -4.58457 2.96466 -0.33598
H -2.60951 1.81448 -0.23633
N -0.94997 -0.31499 -0.09917
C -0.27250 0.85958 -0.60363
H -0.85104 1.28159 -1.42699
C 1.10300 0.44694 -1.13514
N 1.89960 -0.23214 -0.13096
S 2.62467 0.79155 1.00615
O 2.28270 2.14656 0.70639
O 2.39046 0.27844 2.31918
N 4.24946 0.65420 0.73954
C 4.78651 1.23747 -0.47046
H 4.15369 2.08501 -0.72850
C 4.83901 0.20683 -1.60284
H 5.37989 0.60455 -2.46332
O 5.54280 -0.94912 -1.20143
C 4.93427 -1.55665 -0.08183
H 5.54300 -2.43138 0.15351
C 4.88733 -0.59127 1.10670
H 4.32461 -1.00830 1.94021
H 5.90743 -0.36220 1.43341
H 3.91358 -1.87301 -0.34089
H 3.81675 -0.06699 -1.90106
H 5.79931 1.59224 -0.25076
C 1.18155 -1.35816 0.43769
H 1.78475 -1.76380 1.24868
C -0.18699 -0.93351 0.96785
H -0.72108 -1.80125 1.35263
H -0.02237 -0.22437 1.79581
H 1.06489 -2.10881 -0.35054
H 1.65299 1.33088 -1.45524
H 0.98271 -0.23967 -1.97935
H -0.12383 1.62529 0.17435
H -2.47546 -2.42841 0.28755
H -4.90826 -2.47029 0.41188
H -7.02658 0.19036 1.01987
H -6.99534 -1.44144 0.34404
H -7.09308 -0.03700 -0.72348

Forces on the atoms, in the same order (eV/Å):
0.1 0.0 0.0
0.0 0.0 0.0
0.0 0.1 0.0
0.1 0.0 0.1
-0.3 -0.1 -0.1
0.2 0.0 0.0
-0.1 -0.2 0.0
0.0 -0.1 0.0
-0.1 0.1 0.0
-0.1 0.1 0.0
0.0 0.1 0.0
0.1 0.1 0.0
0.2 0.0 -0.2
0.1 0.0 -0.2
0.0 0.0 0.1
-0.3 0.5 -0.3
0.3 0.6 0.7
0.8 0.0 -0.1
-0.1 0.0 -0.3
-0.1 -0.3 0.0
-0.7 0.3 0.4
0.0 0.0 -0.6
0.2 0.1 -0.2
-0.1 0.3 0.0
-0.1 0.0 0.0
0.2 0.0 0.0
0.0 -0.1 0.3
-0.1 0.0 0.1
0.1 -0.6 -0.1
0.2 -0.2 0.1
-0.1 0.0 0.0
0.1 0.0 0.0
0.1 0.0 -0.1
-0.1 0.0 0.0
-0.2 -0.4 0.5
-0.1 -0.2 -0.1
0.2 -0.2 0.1
0.0 0.1 0.0
-0.1 -0.1 0.0
0.0 0.0 0.1
-0.1 0.0 -0.2
0.0 0.1 0.1
-0.1 0.0 -0.1
0.1 -0.1 0.0
-0.1 -0.1 0.0
-0.1 0.0 0.0
-0.1 0.0 0.0
-0.1 0.0 0.0

Density functional theory data (ωB97M-V/def2-TZVPD) for one molecule with the formula C16H25N5O2S in a non-equilibrium geometry.

Frontier orbital gap (eV): 8.375
2S+1: 1
Charge: 0
Maximum force (eV/A): 6.3
Lowest unoccupied orbital energy (eV): 0.49

Geometry (Å):
O -0.21255 2.51183 -2.32064
N 5.79774 1.83967 3.55591
N 4.88034 1.93390 2.60884
O -0.82254 1.87216 -0.23517
S 3.50894 2.09709 4.71932
C -0.91313 1.83123 -1.53362
C 5.21995 1.85343 4.77299
C 3.65100 2.05269 2.99640
N -1.83855 0.86995 -2.09571
N 2.58067 2.29357 2.21601
N -2.05080 -1.80232 -1.90467
C -2.80625 0.34718 -1.15265
C -1.65436 0.20067 -3.40058
C -2.11269 -0.97524 -0.66761
C -1.28310 -1.27889 -3.12048
C 2.84165 1.98642 0.80076
C 1.46119 3.01785 2.68568
C -1.75632 -4.99077 -0.41613
C 1.63946 1.40751 0.16828
C 0.21014 2.66280 1.82858
C -2.92352 -4.08649 -0.77139
C -0.88313 -3.98034 -1.10843
C 0.37575 2.43352 0.29475
C -2.10567 -3.30566 -1.79690
H 5.58665 1.79085 5.81110
H -3.80420 0.04797 -1.55388
H -3.09358 1.13771 -0.41975
H -2.51439 0.34380 -3.97972
H -0.78031 0.63456 -3.83146
H -1.21680 -0.86972 -0.21614
H -2.90302 -1.46117 -0.01952
H -0.22315 -1.31632 -2.78351
H -1.44219 -1.88260 -3.93597
H 3.59138 1.18436 0.64085
H 3.18629 2.90676 0.36793
H 1.27167 3.06053 3.77178
H 1.74727 4.09611 2.48954
H -1.53249 -5.19058 0.69012
H -1.74391 -5.94112 -0.88585
H 1.83465 1.36308 -0.89932
H 1.39603 0.41549 0.49555
H -0.59361 3.38724 2.01820
H -0.27007 1.71593 2.26915
H -3.20770 -3.53277 0.08844
H -3.87126 -4.46525 -1.26571
H -0.32505 -3.45450 -0.38967
H -0.19964 -4.43751 -1.75947
H 0.68321 3.34397 -0.10946
H -2.38001 -3.66859 -2.71681

Forces on the atoms, in the same order (eV/Å):
-1.1 -1.4 2.1
-0.6 -0.6 3.9
-0.2 0.1 -2.0
-0.2 0.1 1.6
0.3 -0.3 0.1
0.6 -0.3 -6.2
0.3 0.3 -0.9
-0.2 1.0 1.5
0.4 2.7 1.5
1.8 -2.9 -0.1
-1.2 -1.0 -1.0
0.3 -1.0 0.7
1.5 -0.6 2.6
-5.6 -1.1 -2.3
0.0 1.4 4.7
-0.3 -0.4 0.7
-0.8 2.5 -2.1
-0.1 -0.3 1.8
-2.7 2.2 -1.9
-2.0 -1.5 1.1
-2.9 -0.1 -0.8
0.2 -0.8 -1.1
2.4 -2.5 2.9
2.2 2.8 3.1
0.7 0.0 -1.1
1.0 0.2 -0.5
0.8 -0.8 -0.1
-1.3 0.0 -1.0
0.3 0.6 -0.7
3.0 0.7 1.7
1.3 0.2 -0.3
-0.1 0.2 -0.8
-0.4 -1.6 -1.8
0.1 0.9 0.9
0.2 0.4 -0.9
0.1 -1.0 -0.5
-0.7 -0.4 0.1
-0.5 0.5 -1.5
-0.2 -0.9 -0.6
0.1 -0.3 -0.3
-0.2 -0.4 0.5
0.4 0.2 -0.1
0.9 0.9 -0.7
-0.4 0.7 0.7
0.9 -0.1 1.0
0.5 1.5 0.7
1.3 -0.5 -1.1
0.0 1.4 -1.4
0.0 -0.9 -2.4

- 2S+1 of number 3 (C16H25N3O3S)?
  1

- Which value of charge does entry 1 give?
  +2